ORCA calculation (ωB97M-V/def2-TZVPD) on the molecule C4H9N3O in a non-equilibrium geometry.

The HOMO-LUMO gap is 9.2 eV. The value obtained for the maximum force is 0.1862 Eh/bohr. As for the SMILES: [H]/N=C(N)/C(CC)=N\O. As for the total energy: -397.1208 Eh.

Element x y z (Å)
1 C -2.142 -0.394 0.685
2 C -1.235 -0.725 -0.593
3 C 0.263 -0.657 -0.099
4 C 0.855 0.601 0.250
5 H -3.144 -0.228 0.516
6 H -1.921 -1.353 1.253
7 H -1.669 0.364 1.291
8 H -1.430 0.167 -1.217
9 H -1.633 -1.440 -1.355
10 H 2.256 -1.018 0.547
11 H -0.497 2.205 -0.711
12 H 1.436 2.606 -0.799
13 H 2.929 1.150 0.561
14 N 0.886 -1.755 -0.326
15 N 0.708 1.912 -0.541
16 N 2.152 0.434 0.690
17 O 2.186 -1.871 -0.152